114
Properties=species:S:1:pos:R:3 method="wB97M-V/def2-TZVPD" s_squared=3.754 e_lumo_ev="0.35 / 0.42" total_energy_ev=-182837.4543 homo_energy_ha="-0.2860 / -0.2868" multiplicity=4 homo_lumo_gap_ev="8.1 / 8.2" total_charge=0
Nd 0.95039 -0.89166 0.07929
S 0.25183 -2.07688 2.37847
C -1.42627 -1.63799 2.79702
C -1.81082 -1.05209 3.98386
C -3.16630 -0.87382 4.33908
C -4.12431 -1.37855 3.49789
C -3.75512 -2.06590 2.33089
C -2.43828 -2.06190 1.92994
As -1.82707 -2.68105 0.14526
C -3.44400 -3.15672 -0.73392
C -3.68407 -4.43382 -1.14531
C -4.61068 -4.67058 -2.15701
C -5.28663 -3.58909 -2.78110
C -5.11513 -2.30104 -2.28513
C -4.16181 -2.11095 -1.30101
C -0.97563 -4.44960 0.47604
C -1.53479 -5.42627 1.27639
C -0.94861 -6.69053 1.35515
C 0.13906 -6.97740 0.52209
C 0.67715 -6.03207 -0.32470
C 0.10616 -4.77765 -0.32322
H -1.00509 -0.82473 4.66111
H -3.46656 -0.38281 5.22797
H -5.15565 -1.29588 3.79500
H -4.53199 -2.42809 1.67042
H -3.16661 -5.28061 -0.79659
H -4.74716 -5.65664 -2.57794
H -5.99457 -3.75267 -3.59192
H -5.67167 -1.43035 -2.65029
H -3.82352 -1.13975 -1.04272
H -2.37338 -5.11536 1.94734
H -1.25200 -7.44901 2.08343
H 0.52912 -8.03510 0.42499
H 1.50725 -6.24320 -0.86989
H 0.55824 -4.11303 -1.00709
C 7.37708 -1.96984 5.24606
C 6.45016 -1.80228 4.00787
C 7.02892 -1.64838 2.73030
C 6.17700 -1.31713 1.70704
C 4.83464 -1.23783 1.89445
C 4.28080 -1.40539 3.17128
C 5.10656 -1.60244 4.25911
S 3.93711 -0.54303 0.49618
O 4.79447 0.33985 -0.29403
O 2.87367 0.21536 1.20219
N 3.24759 -1.66509 -0.32304
C 3.64369 -1.94024 -1.71613
C 2.30360 -2.39385 -2.46157
O 2.24613 -3.08918 -3.46630
O 1.26212 -2.02482 -1.74968
H 6.82335 -1.70251 6.15336
H 8.23497 -1.28838 5.15300
H 7.71111 -2.99949 5.21070
H 8.07974 -1.86344 2.54706
H 6.63667 -1.09042 0.73708
H 3.18403 -1.32445 3.25335
H 4.76665 -1.64244 5.26854
H 4.46294 -2.69282 -1.71326
H 4.06027 -1.11517 -2.31330
C 0.26896 2.53847 1.59564
C 1.40349 2.90700 0.67056
P 1.37630 2.28414 -1.02217
C 3.05713 2.79887 -1.48585
C 3.63775 2.22860 -2.60293
C 4.86779 2.62205 -3.03754
C 5.61252 3.50666 -2.26398
C 5.04225 4.09838 -1.15986
C 3.78181 3.70332 -0.78881
C 0.51971 3.50174 -2.09724
C 0.19157 3.07427 -3.38719
C -0.14962 3.93862 -4.38743
C -0.20740 5.29945 -4.13869
C 0.08725 5.72439 -2.90657
C 0.39653 4.84339 -1.87322
C -1.09619 2.97825 1.11981
P -2.01596 1.53457 0.36842
C -2.37424 1.81984 -1.42681
C -2.28971 0.73506 -2.27574
C -2.66125 0.90661 -3.59800
C -3.07197 2.15224 -4.11413
C -3.06662 3.24392 -3.22286
C -2.78731 3.06375 -1.90640
C -3.71737 1.85820 0.98103
C -4.56106 0.75482 1.19377
C -5.78400 0.90969 1.82791
C -6.26473 2.16168 2.18392
C -5.41266 3.24163 2.01626
C -4.13956 3.11933 1.46957
H 0.49415 3.15474 2.49859
H 0.26638 1.51765 1.96263
H 2.35328 2.66094 1.02022
H 1.46792 3.99295 0.72003
H 3.09836 1.49667 -3.17422
H 5.31066 2.21312 -3.93664
H 6.58715 3.81607 -2.55848
H 5.55986 4.82040 -0.58432
H 3.34985 4.23541 0.11057
H 0.20239 2.03497 -3.63373
H -0.27688 3.56941 -5.40873
H -0.58379 5.93518 -4.94279
H 0.09751 6.81979 -2.69620
H 0.64766 5.18900 -0.87195
H -1.02848 3.74790 0.39027
H -1.66529 3.19813 2.02455
H -2.03506 -0.24366 -1.96087
H -2.58570 0.01692 -4.30235
H -3.42990 2.16399 -5.10830
H -3.18255 4.26026 -3.66445
H -2.82500 3.79943 -1.18236
H -4.19179 -0.21743 0.94391
H -6.47173 0.04263 1.94322
H -7.25517 2.29286 2.63783
H -5.75133 4.20291 2.34373
H -3.54061 4.01700 1.36431